# 1
Below is a 2-piece molecular cluster, C2ClF2O2 overall, with properties calculated with ωB97M-V/def2-TZVPD.

ORCA input file:
```
! RIJCOSX wB97M-V def2-TZVPD def2/J DEFGRID3
* xyz -1 1
C -1.4850 0.8477 -1.8310
C 0.9868 -0.6734 1.8666
O -1.5230 -0.2134 -2.2178
O -1.4884 1.9287 -1.4835
F 1.9909 0.3059 1.6983
F 1.7241 -1.7943 1.4602
Cl -0.2054 -0.4012 0.5071
*
```

Values from the calculation:
HOMO	-2.713	eV
frontier orbital gap	5.99	eV

---

# 2
Below is a 2-piece molecular cluster, C5H9N3O overall, with properties calculated with ωB97M-V/def2-TZVPD.

ORCA input file:
```
! RIJCOSX wB97M-V def2-TZVPD def2/J DEFGRID3
* xyz 0 1
O -0.9024 2.0113 -0.2183
C -0.0360 2.1441 -1.0715
N 0.8346 1.1375 -1.3824
C 0.1619 3.4184 -1.8628
H 1.5581 1.2516 -2.0965
H 0.7482 0.2513 -0.8787
H -0.5840 4.1643 -1.5406
H 0.0325 3.2352 -2.9428
H 1.1699 3.8335 -1.6948
N -0.6200 -3.7416 1.1839
C -1.2017 -2.6545 0.7024
C 0.3193 -3.2819 2.0759
C 0.3049 -1.9051 2.1338
N -0.6731 -1.5231 1.2496
H -2.0026 -2.6288 -0.0365
H 0.9596 -3.9663 2.6324
H 0.8857 -1.1833 2.7080
H -0.9548 -0.5625 1.0389
*
```

Values from the calculation:
SMILES	c1c[nH]cn1.CC(N)=O
HOMO	-8.762	eV
frontier orbital gap	9.36	eV

---

# 3
Below is one molecule with the formula C4H4OS, with properties calculated with ωB97M-V/def2-TZVPD.

ORCA input file:
```
! RIJCOSX wB97M-V def2-TZVPD def2/J DEFGRID3
* xyz 0 1
C -1.8431 -0.6770 -0.4801
C -0.5807 -1.3938 -0.3381
C 0.5434 -0.7417 0.2896
C 0.5201 0.7679 0.4183
H -1.8317 0.3305 -0.3978
H -0.5266 -2.3732 -0.3762
H 1.5713 -1.1310 0.3458
H -0.2757 1.4669 0.7824
O -3.0267 -1.0397 -0.8248
S 2.0899 1.3932 0.4316
*
```

Values from the calculation:
SMILES	O=C/C=C\C=S
HOMO	-9.406	eV
frontier orbital gap	7.41	eV

---

# 4
Below is a 2-piece molecular cluster, C4H16N6 overall, with properties calculated with ωB97M-V/def2-TZVPD.

ORCA input file:
```
! RIJCOSX wB97M-V def2-TZVPD def2/J DEFGRID3
* xyz 2 1
C 0.8360 -1.9080 2.2846
C 0.8543 -2.5168 -0.1038
N 1.4939 -2.3198 1.0383
N -0.4123 -2.1167 -0.2623
N 1.5388 -3.0104 -1.1334
H 2.4404 -2.6246 1.1963
H -0.9335 -1.7903 0.5166
H -0.9378 -2.4700 -1.0440
H 2.5449 -3.0294 -1.0880
H 1.1727 -3.3856 -1.9929
H 0.5238 -2.8184 2.7979
H -0.0147 -1.2404 2.1771
H 1.5063 -1.3953 2.9458
C 0.3882 2.2818 -1.7990
C -1.2501 2.4138 -0.0587
N 0.0348 2.0905 -0.3906
N -2.2475 2.0449 -0.8396
N -1.4663 2.8251 1.1762
H 0.7409 2.3170 0.2475
H -2.0529 1.5192 -1.6719
H -3.2039 2.2880 -0.6420
H -0.6893 3.0061 1.7859
H -2.3776 3.0308 1.5527
H 1.3737 1.8945 -2.0426
H 0.3573 3.2842 -2.2249
H -0.2200 1.6298 -2.4252
*
```

Values from the calculation:
HOMO	-17.357	eV
frontier orbital gap	11.34	eV

---

# 5
Below is a 7-piece molecular cluster, C17H49NO8 overall, with properties calculated with ωB97M-V/def2-TZVPD.

ORCA input file:
```
! RIJCOSX wB97M-V def2-TZVPD def2/J DEFGRID3
* xyz 0 1
C 5.6949 5.4626 -3.9369
O 4.8888 4.5648 -3.2100
C 3.7308 5.2215 -2.6227
C 2.9926 4.3197 -1.5925
N 2.2845 3.2440 -2.2555
C 1.5656 2.4319 -1.2907
C 0.8003 1.2197 -1.9233
O 1.7295 0.4258 -2.6993
C 1.1631 -0.8031 -3.1023
H 6.5013 4.8095 -4.2702
H 6.0687 6.2975 -3.3442
H 5.1184 5.8643 -4.7702
H 3.0809 5.5279 -3.4424
H 4.2059 6.0425 -2.0857
H 2.2877 4.9250 -1.0224
H 3.7006 4.0204 -0.8198
H 2.9458 2.6576 -2.7443
H 0.9523 3.1180 -0.7065
H 2.3623 2.0155 -0.6742
H 0.0210 1.4339 -2.6547
H 0.3233 0.6497 -1.1260
H 0.2228 -0.6520 -3.6324
H 0.9522 -1.3872 -2.2065
H 1.7093 -1.3877 -3.8425
C -0.6946 -1.2538 0.5015
O 0.1571 -0.8170 1.5378
H -1.2360 -0.4125 0.0687
H -0.2163 -1.7477 -0.3443
H -1.4314 -1.9964 0.8074
H 0.5874 -1.5755 1.9393
C -2.9020 -2.1643 -2.5317
C -3.4075 -3.5284 -2.0693
O -2.6518 -3.8150 -0.9473
H -1.8423 -2.2079 -2.7832
H -3.0189 -1.4522 -1.7148
H -3.4877 -1.7671 -3.3608
H -3.1751 -4.2999 -2.8033
H -4.4598 -3.6752 -1.8258
H -1.7607 -3.8551 -1.3020
C 0.8463 2.1853 4.4684
C 1.8684 1.6881 3.4291
O 1.3096 1.7057 2.1625
H 0.5155 3.1803 4.1708
H 1.2573 2.3348 5.4668
H -0.0297 1.5423 4.5543
H 2.1245 0.6507 3.6441
H 2.7921 2.2643 3.4834
H 0.7265 0.9436 2.1342
C -2.4840 -3.7167 2.4965
C -3.8591 -3.2225 2.1674
O -4.4350 -4.1983 1.3978
H -2.6069 -4.4057 3.3322
H -1.9267 -2.8991 2.9539
H -1.9440 -4.1420 1.6506
H -3.8244 -2.2479 1.6805
H -4.4132 -3.1313 3.1016
H -3.8393 -4.3708 0.6650
C 2.6749 -3.7633 1.3006
C 1.3554 -3.8906 2.0935
O 1.3862 -2.8533 2.9850
H 2.8130 -4.6255 0.6482
H 3.5975 -3.8589 1.8731
H 2.7134 -2.8210 0.7542
H 1.3887 -4.8345 2.6375
H 0.4723 -3.8997 1.4546
H 1.8226 -3.2137 3.7604
C -3.2083 1.1672 0.9329
C -4.4159 1.5607 0.1021
O -4.6644 2.8987 0.3712
H -3.2606 1.3716 2.0023
H -2.3193 1.6653 0.5462
H -3.0855 0.0848 0.8968
H -5.3299 1.0321 0.3725
H -4.2214 1.3214 -0.9434
H -5.5595 3.0442 0.0562
*
```

Values from the calculation:
SMILES	COCCNCCOC.CCO.CCO.CCO.CCO.CCO.CO
HOMO	-8.361	eV
frontier orbital gap	8.66	eV

---

# 6
Below is C35H42N3O2P2Si2Y as an isolated structure, with properties calculated with ωB97M-V/def2-TZVPD.

ORCA input file:
```
! RIJCOSX wB97M-V def2-TZVPD def2/J DEFGRID3
* xyz 0 1
Y 1.2521 1.2402 0.0099
C -3.1071 2.2859 -1.1788
Si -2.1701 2.6804 0.3921
C -1.3968 4.4056 0.2005
C -3.3936 2.8414 1.8030
N -0.8997 1.5289 0.6735
P -0.9767 0.0960 1.4851
C 0.4294 -0.7615 1.2408
P 1.0803 -1.5937 -0.0456
N 1.1911 -0.6368 -1.3661
Si 1.5059 -0.6987 -3.0631
C 2.8825 0.5086 -3.4631
C 2.0320 -2.3634 -3.7526
C -0.0532 -0.1700 -3.9614
C 0.3995 -3.2236 -0.4639
C -0.4944 -3.3711 -1.5188
C -1.0750 -4.6033 -1.7821
C -0.7644 -5.6972 -0.9877
C 0.1264 -5.5577 0.0688
C 0.7048 -4.3259 0.3312
C 2.8092 -1.9807 0.4271
C 3.3456 -1.5165 1.6235
C 4.6902 -1.7238 1.9187
C 5.4983 -2.4146 1.0303
C 4.9615 -2.9039 -0.1574
C 3.6276 -2.6869 -0.4545
C -2.5382 -0.7116 1.0155
C -3.6433 -0.8578 1.8465
C -4.8046 -1.4497 1.3649
C -4.8685 -1.8958 0.0537
C -3.7695 -1.7491 -0.7841
C -2.6135 -1.1588 -0.3032
C -1.0858 0.4253 3.2696
C -1.3004 -0.6314 4.1547
C -1.2746 -0.4161 5.5226
C -1.0047 0.8520 6.0215
C -0.7582 1.9006 5.1507
C -0.8010 1.6866 3.7784
H -3.7915 3.0937 -1.4493
H -3.6901 1.3729 -1.0477
H -2.4279 2.1211 -2.0217
H -2.1668 5.1360 0.4795
H -0.8211 4.0000 -1.6562
H -0.5985 4.5157 0.9497
H -4.0977 3.6411 1.5572
H -2.9308 3.0846 2.7578
H -3.9709 1.9261 1.9362
H 3.1987 0.3928 -4.5028
H 3.7565 0.3274 -2.8298
H 2.5595 1.5435 -3.3328
H 3.0233 -2.6666 -3.4104
H 2.0913 -2.2596 -4.8405
H 1.3315 -3.1718 -3.5359
H 0.1679 0.1612 -4.9789
H -0.5277 0.6662 -3.4415
H -0.7799 -0.9848 -4.0266
H -0.7287 -2.5195 -2.1465
H -1.7672 -4.7096 -2.6077
H -1.2142 -6.6602 -1.1928
H 0.3705 -6.4111 0.6882
H 1.3954 -4.2160 1.1590
H 2.6851 -1.0208 2.3262
H 5.0975 -1.3589 2.8531
H 6.5421 -2.5825 1.2622
H 5.5859 -3.4565 -0.8480
H 3.2106 -3.0750 -1.3766
H -3.6042 -0.5087 2.8697
H -5.6615 -1.5605 2.0172
H -5.7753 -2.3563 -0.3170
H -3.8185 -2.0883 -1.8113
H -1.7605 -1.0120 -0.9578
H -1.4729 -1.6280 3.7648
H -1.4514 -1.2394 6.2028
H -0.9754 1.0175 7.0909
H -0.5293 2.8860 5.5360
H -0.5968 2.4991 3.0964
O -0.8684 4.7695 -1.0824
C 1.2758 3.8813 -2.5337
C 1.8780 5.2468 -2.2355
C 2.5343 5.1719 -0.8538
C 2.2238 3.7614 -0.4696
O 2.4936 3.1578 0.5944
N 1.5206 3.1078 -1.4556
H 1.0664 5.9756 -2.2796
H 2.5671 5.5045 -3.0414
H 2.0954 5.8453 -0.1160
H 3.6135 5.3273 -0.8421
*
```

Values from the calculation:
HOMO	-7.612	eV
frontier orbital gap	7.93	eV

---

The evaluated electronic energy for the records listed, in turn: -24127.0340, -11849.2866, -17092.0552, -13334.5516, -36289.3164, -80922.4220 eV.
The evaluated energy above the lowest of the compared OMol25 structures with the same formula, charge and spin for the records listed, in turn: 1.086, 0.122, 3.090, 0.305, 0.000, 3.255 eV.